# 1
Entry from the OMol25 dataset: 15 unconnected molecules or ions with the total composition H29O15 at a distorted geometry (ωB97M-V with the def2-TZVPD basis set).

Charge: -1
Energy above the lowest of the compared OMol25 structures with the same formula, charge and spin in eV: 5.676
Orbital gap in Eh: 0.2872
Lowest unoccupied orbital energy in eV: 2.0
Spin multiplicity: 1

Each line ends with the Löwdin charge.
Positions of all 44 atoms, in Å:
O (1.0000, -2.9898, 2.3310)  -0.1004
H (0.8999, -2.0462, 2.1658)  -0.0213
H (0.1260, -2.9336, -4.1387)  0.0740
O (0.6942, -0.4838, -1.8263)  -0.0811
H (0.5876, -1.1932, -1.2302)  0.0097
H (-0.3312, -0.4996, -1.9277)  0.1297
O (0.3020, -3.9166, -3.9590)  -0.0667
H (-3.3222, -0.1891, 1.3343)  -0.1016
H (0.0960, -0.3971, 2.2197)  -0.0855
O (-0.2938, 1.9500, -3.5867)  0.0904
H (-5.0461, 1.5444, 2.0342)  -0.0253
H (-0.1904, 2.7481, -3.4161)  -0.1161
O (-4.1335, -2.8070, 0.2400)  -0.0457
H (-4.4705, -3.0158, 1.0341)  -0.0512
H (-0.9918, 3.6530, -2.3662)  -0.0432
O (4.2452, -0.5679, 0.8233)  -0.1466
H (-0.2299, 2.7715, 1.9270)  0.0447
H (5.2064, -0.5140, 0.4904)  0.0800
O (-3.5238, -0.5729, 2.0818)  -0.0646
H (-4.0599, -1.8086, 0.1595)  0.0611
H (-2.5231, -0.7737, 2.2391)  0.0659
O (-0.4485, 1.7181, 0.3169)  -0.1987
H (-0.4430, 0.7771, 0.8234)  -0.0088
H (0.1406, -3.5072, 2.3688)  0.0700
O (-4.9540, 1.8150, 1.1564)  -0.1003
H (-4.1564, 2.5243, 1.1638)  0.1259
H (1.1212, -3.7453, -3.5479)  -0.0117
O (-0.0447, 3.7489, 2.1568)  -0.0972
H (0.3040, 1.3276, -3.3048)  -0.0154
O (2.7426, -1.6015, -0.7059)  -0.0885
H (3.3341, -1.7867, -1.4976)  0.1104
H (0.8518, 3.6972, 1.8889)  -0.0171
O (1.7229, 2.2163, -1.1560)  -0.0341
H (2.0654, 1.6000, -0.5338)  0.0129
H (1.4871, 3.0816, -0.9057)  0.0193
O (-1.7236, 4.1065, -2.0181)  -0.0408
H (-2.2648, 3.3693, -1.6399)  0.0690
H (-0.4470, 1.2690, -0.5657)  0.0017
O (-0.6318, -0.5401, 1.6208)  -0.3857
H (3.7338, -0.5240, -0.0726)  0.0155
H (2.1996, -0.7546, -0.7739)  0.0563
O (3.9943, -2.4669, 3.0172)  -0.0035
H (3.2206, -2.2279, 3.3799)  -0.0513
H (4.1549, -2.0549, 2.2000)  -0.0339



# 2
Entry from the OMol25 dataset: 15 unconnected molecules or ions with the total composition H29O15 at a distorted geometry (ωB97M-V with the def2-TZVPD basis set).

Charge: -1
Energy above the lowest of the compared OMol25 structures with the same formula, charge and spin in eV: 0.000
Orbital gap in Eh: 0.3405
Lowest unoccupied orbital energy in eV: 2.6
Spin multiplicity: 1

Each line ends with the Löwdin charge.
Positions of all 44 atoms, in Å:
O (-0.3546, 1.3341, -2.3567)  -0.3423
H (0.0231, 1.5529, -3.2089)  -0.0082
H (-2.7920, 0.3532, -3.6371)  0.0393
O (0.6809, 2.8385, -0.5092)  -0.1069
H (0.2179, 2.1728, -1.1479)  0.0134
H (-0.0667, 3.2085, -0.0423)  0.0204
O (-2.8330, -0.6040, -3.6228)  -0.0445
H (-2.1595, -2.2532, -3.2641)  -0.0238
H (-3.6630, -0.9124, -3.2618)  0.0509
O (4.0977, -0.0563, -0.0589)  -0.1068
H (3.9460, 0.7303, 0.5273)  0.0280
H (3.7495, 0.2697, -0.9153)  0.0526
O (-0.8254, 0.0592, 1.3546)  -0.1023
H (-1.4248, 0.2954, 0.6527)  -0.0047
H (-0.0125, -0.2376, 0.8346)  0.0535
O (0.5580, -1.1121, -2.6653)  -0.1512
H (0.2656, -0.1388, -2.4719)  0.0042
H (-0.1753, -1.4736, -3.2371)  0.0279
O (0.7959, -3.4277, 1.8935)  -0.0663
H (0.2816, -2.6998, 1.5428)  0.0014
H (1.3395, -3.6058, 1.1101)  0.0361
O (-2.7476, 1.2692, -1.4531)  -0.0969
H (-3.0669, 2.0989, -1.1369)  0.0358
H (-1.8447, 1.4858, -1.8330)  -0.0087
O (-1.1211, 2.6027, 2.1936)  -0.0567
H (-1.3730, 2.1377, 1.3954)  -0.0033
H (-0.5795, 2.0388, 2.7378)  0.0138
O (1.3773, -1.2730, -0.0969)  -0.0755
H (2.3012, -0.9309, -0.1126)  0.0254
O (2.3869, 1.7436, 1.0434)  -0.1111
H (2.1000, 1.7809, 1.9490)  -0.0081
H (1.9022, 2.4031, 0.4186)  0.0342
O (0.5632, -0.7802, 3.5699)  -0.0599
H (1.2086, -1.5026, 3.5213)  0.0593
H (0.3411, -0.7682, 2.6327)  0.0011
O (-2.5965, -0.9547, 0.0112)  -0.0580
H (-2.6703, -0.3188, -0.6891)  -0.0291
H (-3.4854, -1.0066, 0.3906)  0.0597
O (-1.7427, -3.1255, -3.2262)  -0.0629
H (-1.1994, -3.0607, -2.4557)  0.0118
H (1.4069, -1.5431, -1.0280)  0.0161
O (1.9679, 1.2365, 4.2186)  -0.1125
H (1.1071, 0.7411, 4.2572)  0.0185
H (2.6467, 0.7195, 3.7434)  0.0362



# 3
Entry from the OMol25 dataset: a molecular structure, H2I2P2 at a distorted geometry (ωB97M-V with the def2-TZVPD basis set).

Energy above the lowest of the compared OMol25 structures with the same formula, charge and spin in eV: 3.981
Orbital gap (alpha / beta) in Eh: 0.1006 / 0.0984
Lowest unoccupied orbital energy (alpha / beta) in eV: -4.5 / -4.5
Spin multiplicity: 1

Each line ends with the Löwdin charge.
Positions of all 6 atoms, in Å:
P (-0.2179, -0.5888, 0.3531)  0.3391
P (-2.0863, -0.3398, -0.8326)  0.0149
I (-2.7703, 1.4777, 0.4643)  0.3545
I (4.0637, 0.8504, 0.3456)  -0.4364
H (0.4023, -1.8308, -0.0824)  -0.1190
H (0.6086, 0.4315, -0.2480)  -0.1530



# 4
Entry from the OMol25 dataset: 2 unconnected molecules or ions with the total composition H2INS at a distorted geometry (ωB97M-V with the def2-TZVPD basis set).

Energy above the lowest of the compared OMol25 structures with the same formula, charge and spin in eV: 3.146
Orbital gap (alpha / beta) in Eh: 0.2452 / 0.2453
Lowest unoccupied orbital energy (alpha / beta) in eV: -2.4 / -2.4
Spin multiplicity: 1

Each line ends with the Löwdin charge.
Positions of all 5 atoms, in Å:
N (0.2369, 0.4455, 0.9488)  -0.0376
S (0.3104, -0.7460, -1.4114)  -0.1356
I (-2.0135, -0.2786, -2.0039)  0.2390
H (0.4220, -0.4297, 1.5861)  0.0168
H (1.0443, 1.0088, 0.8805)  -0.0827



# 5
Entry from the OMol25 dataset: 2 unconnected molecules or ions with the total composition H2IOPS2 at a distorted geometry (ωB97M-V with the def2-TZVPD basis set).

Structure (SMILES): O=PI.SS
Energy above the lowest of the compared OMol25 structures with the same formula, charge and spin in eV: 1.942
Orbital gap in Eh: 0.3002
Lowest unoccupied orbital energy in eV: -1.3
Spin multiplicity: 1

Each line ends with the Löwdin charge.
Positions of all 7 atoms, in Å:
O (-2.1146, -1.0136, -0.3128)  -0.6825
P (-2.9224, -0.3891, -1.2814)  0.3234
I (-4.7838, 0.4711, 0.0190)  0.2887
S (-0.5099, 1.1599, -0.2286)  0.2218
S (1.3449, 1.7708, 0.1934)  0.2256
H (-0.0719, 0.1980, 0.5055)  -0.2156
H (2.0235, 1.1925, -0.8672)  -0.1615



# 6
Entry from the OMol25 dataset: H2N2 in the gas phase (ωB97M-V with the def2-TZVPD basis set).

Structure (SMILES): [H]/N=N\[H]
Energy above the lowest of the compared OMol25 structures with the same formula, charge and spin in eV: 0.000
Orbital gap in Eh: 0.3848
Lowest unoccupied orbital energy in eV: 0.8
Spin multiplicity: 1

Each line ends with the Löwdin charge.
Positions of all 4 atoms, in Å:
H (-0.9588, -0.7747, -0.4783)  0.0457
N (-0.5447, -0.1720, 0.2604)  -0.0448
N (0.5575, 0.2859, -0.0510)  -0.0437
H (0.8691, -0.0225, -0.9877)  0.0428



# 7
Entry from the OMol25 dataset: 2 unconnected molecules or ions with the total composition H2N2O2 at a distorted geometry (ωB97M-V with the def2-TZVPD basis set).

Structure (SMILES): N#[N+][O-].O
Energy above the lowest of the compared OMol25 structures with the same formula, charge and spin in eV: 0.097
Orbital gap in Eh: 0.4670
Lowest unoccupied orbital energy in eV: 1.0
Spin multiplicity: 1

Each line ends with the Löwdin charge.
Positions of all 6 atoms, in Å:
N (0.4695, 0.3905, 1.7591)  0.2249
N (0.5242, -0.6743, 1.4058)  -0.3261
O (0.5634, -1.7651, 1.0430)  0.1253
O (-0.3076, 0.5832, -1.5897)  -0.0334
H (-1.2379, 0.5358, -1.8237)  0.0460
H (-0.0116, 0.9299, -0.7945)  -0.0367



# 8
Entry from the OMol25 dataset: a molecular structure, H2N2O2S at a distorted geometry (ωB97M-V with the def2-TZVPD basis set).

Energy above the lowest of the compared OMol25 structures with the same formula, charge and spin in eV: 2.754
Orbital gap (alpha / beta) in Eh: 0.3012 / 0.3012
Lowest unoccupied orbital energy (alpha / beta) in eV: -0.7 / -0.7
Spin multiplicity: 1

Each line ends with the Löwdin charge.
Positions of all 7 atoms, in Å:
N (-0.4295, 0.2504, -0.0836)  -0.3497
N (0.6399, -0.3881, -0.1520)  -0.2376
O (-2.8442, 0.4976, -0.1046)  -0.5472
O (1.7902, 0.4671, 0.1924)  -0.0334
S (-1.7813, -0.4495, 0.1126)  0.8848
H (0.8940, -1.4550, 0.5034)  0.2630
H (1.7309, 1.0774, -0.4683)  0.0201



# 9
Entry from the OMol25 dataset: 2 unconnected molecules or ions with the total composition H2N2O2S at a distorted geometry (ωB97M-V with the def2-TZVPD basis set).

Energy above the lowest of the compared OMol25 structures with the same formula, charge and spin in eV: 0.674
Orbital gap in Eh: 0.2938
Lowest unoccupied orbital energy in eV: -0.8
Spin multiplicity: 1

Each line ends with the Löwdin charge.
Positions of all 7 atoms, in Å:
N (2.9356, -0.8806, -0.3894)  -0.4190
N (1.9937, -1.4480, -0.7028)  0.2064
O (3.9506, 1.0415, 0.9248)  -0.6217
O (0.4919, 0.2511, 0.1289)  -0.0704
S (4.2457, 0.0154, -0.0839)  0.8287
H (1.0092, 0.9290, -0.2927)  0.0313
H (0.8066, -0.0214, 0.9974)  0.0447



# 10
Entry from the OMol25 dataset: 2 unconnected molecules or ions with the total composition H2N2O2S at a distorted geometry (ωB97M-V with the def2-TZVPD basis set).

Energy above the lowest of the compared OMol25 structures with the same formula, charge and spin in eV: 1.394
Orbital gap (alpha / beta) in Eh: 0.2953 / 0.3083
Lowest unoccupied orbital energy (alpha / beta) in eV: 0.1 / -0.2
Spin multiplicity: 1

Each line ends with the Löwdin charge.
Positions of all 7 atoms, in Å:
N (1.3691, 0.3266, -0.2176)  -0.0373
N (1.6250, 1.4661, -0.0573)  -0.0481
O (-1.3023, -0.1927, 1.4213)  -0.5286
O (-1.5004, -1.4009, -0.7702)  -0.4409
S (-1.1695, 0.0801, 0.0526)  0.8531
H (-1.5528, -2.1962, -0.0699)  0.1160
H (2.5309, 1.9170, -0.3589)  0.0858